Record 1
C4H5FO2 | the ωB97M-V functional and the def2-TZVPD basis

The energy above the lowest of the compared OMol25 structures with the same formula, charge and spin comes out at 55.0 kcal per mole. The HOMO energy comes out at -9.4 eV. Its net charge is 0. The value obtained for the calculated total energy is -11039.103 eV. Its LUMO energy is 0.124 eV.

Structure (XYZ):
```
12
Properties=species:S:1:pos:R:3:forces:R:3
C 2.12607 -0.80917 -0.11793 0.3 -0.3 0.4
C 0.65563 0.89801 0.44186 0.0 0.5 0.1
C -1.23344 -0.66765 -0.00551 0.2 0.1 0.0
C -0.76798 0.78299 0.07033 -0.2 0.1 -0.2
O 2.70194 -1.10499 0.82668 0.8 -0.5 1.1
O 1.63284 -0.63306 -1.14717 -0.6 0.2 -1.6
F 1.19000 1.99170 -0.09043 -0.5 -0.1 0.1
H -0.85535 -1.11057 -0.92325 -0.1 -0.1 0.0
H -2.31697 -0.73468 -0.00511 -0.1 0.0 0.0
H -0.83923 -1.23129 0.83656 0.0 -0.1 0.1
H -1.24329 1.27236 0.93672 0.0 0.1 0.0
H -1.05022 1.34636 -0.82276 0.1 0.1 0.0
```
Positions in Å, forces in eV/Å.

Record 2
C27H28N5O2SiW | the ωB97M-V functional and the def2-TZVPD basis

The energy above the lowest of the compared OMol25 structures with the same formula, charge and spin comes out at 27.5 kcal per mole. The HOMO energy comes out at -10.5 eV. Its net charge is +1. The value obtained for the calculated total energy is -49696.738 eV. Its LUMO energy is -4.352 eV.

Structure (XYZ):
```
64
Properties=species:S:1:pos:R:3:forces:R:3
W -0.20274 -0.60026 -0.12827 -0.8 0.7 -0.3
C -4.97782 -1.30805 -3.77409 0.0 0.0 0.0
C -3.67662 -1.78559 -3.80637 0.0 0.0 0.0
C -2.76663 -1.41819 -2.82545 0.0 -0.1 0.0
C -3.14795 -0.55440 -1.80322 0.2 0.2 0.2
C -4.46795 -0.11124 -1.74390 -0.1 0.0 -0.1
C -5.36851 -0.48177 -2.73099 0.0 0.0 0.1
N -2.24847 -0.20080 -0.76924 0.0 -0.3 -0.1
C -2.31122 0.91803 -0.03444 -0.2 0.3 0.0
C -2.82821 2.20299 -0.35192 0.0 -0.1 0.0
C -2.42128 3.26502 0.40818 0.2 0.1 0.2
C -1.51251 3.14383 1.50265 -0.2 0.1 -0.2
C -1.04381 1.92169 1.86345 0.0 -0.3 0.1
C -1.46854 0.79119 1.11256 0.2 -0.3 0.2
N -1.36639 -0.60431 1.50683 -0.1 0.1 0.1
N -0.06241 -0.73831 2.04292 0.1 -0.1 -0.3
C 0.18754 -2.13363 1.96834 0.1 0.0 0.2
C 0.59116 -2.99811 2.96125 0.0 0.1 0.0
C 0.83526 -4.30807 2.57977 0.0 -0.2 0.0
C 0.70124 -4.71484 1.25100 0.0 0.0 0.0
C 0.32490 -3.78816 0.30590 0.0 0.0 0.1
N 0.07225 -2.53292 0.69151 -0.1 -0.1 -0.2
H -5.68653 -1.59539 -4.53834 0.0 0.0 0.0
H -3.36214 -2.45655 -4.59486 0.0 0.0 0.0
H -1.77294 -1.84037 -2.83946 0.0 0.0 0.0
H -4.80345 0.48994 -0.90918 0.0 0.0 0.0
H -6.39074 -0.13161 -2.66976 0.0 0.0 0.0
H -3.48464 2.33911 -1.19932 0.0 0.0 0.0
H -2.78679 4.25209 0.15070 0.0 0.0 0.0
H -1.21215 4.02654 2.04896 0.0 0.0 0.0
H -0.38381 1.77544 2.70779 0.0 0.0 0.0
H 0.69663 -2.65108 3.97878 0.0 0.0 0.0
H 1.14060 -5.03027 3.32627 0.0 0.0 0.0
H 0.89889 -5.73408 0.95366 0.0 0.0 0.0
H 0.23526 -4.00858 -0.74896 0.0 0.0 0.0
N -0.03087 1.12430 -1.65945 0.2 -0.1 0.1
C -0.04204 0.56998 -3.03061 -0.1 0.2 0.0
C 0.42492 -0.86749 -3.03206 0.1 -0.2 0.6
O 0.80241 -1.46724 -3.98507 0.0 0.0 -0.1
O 0.34213 -1.42884 -1.79328 0.0 -0.6 -0.4
H -0.77197 1.81073 -1.55532 0.0 0.0 0.0
H 0.84397 1.61065 -1.50773 0.0 0.1 -0.1
H 0.57961 1.15175 -3.70804 0.0 0.0 0.0
H -1.06520 0.57259 -3.40854 0.0 0.0 0.0
C 2.95126 1.00864 -1.29041 0.1 0.0 -0.2
Si 2.21396 0.23545 0.25437 0.0 0.5 0.2
C 3.04032 -1.43849 0.41467 -0.1 -0.3 0.1
C 2.70180 1.33729 1.68565 0.0 0.2 0.1
C 2.34719 1.10326 3.02198 0.1 0.0 0.0
C 2.79431 1.92974 4.04285 0.0 0.0 0.0
C 3.61092 3.01597 3.75780 0.0 0.0 0.0
C 3.98280 3.26505 2.44701 0.0 0.0 0.0
C 3.53311 2.43508 1.42703 -0.1 0.0 0.1
H 4.04059 0.96510 -1.20791 0.0 0.0 0.0
H 2.70089 2.06647 -1.42318 0.0 0.0 -0.1
H 2.69530 0.46355 -2.20265 0.0 0.0 0.0
H 4.11446 -1.24093 0.35389 0.0 0.0 0.0
H 2.76845 -2.12076 -0.39227 0.1 0.0 0.0
H 2.84033 -1.91734 1.37457 0.0 0.0 0.0
H 1.71009 0.26913 3.27391 0.0 -0.1 0.0
H 2.50712 1.72319 5.06623 0.0 0.0 0.0
H 3.96047 3.66005 4.55433 0.0 0.0 0.0
H 4.62552 4.10407 2.21342 0.0 0.0 0.0
H 3.84869 2.65978 0.41603 0.0 0.0 0.0
```
Positions in Å, forces in eV/Å.

Record 3
C3H10N2O | the ωB97M-V functional and the def2-TZVPD basis

The energy above the lowest of the compared OMol25 structures with the same formula, charge and spin comes out at 115.2 kcal per mole. The HOMO energy comes out at -8.9 eV. Its net charge is 0. The value obtained for the calculated total energy is -8296.507 eV. Its LUMO energy is 0.115 eV. Its SMILES is CN=O.CCN.

Structure (XYZ):
```
16
Properties=species:S:1:pos:R:3:forces:R:3
C 0.08403 -1.49807 2.26406 2.1 -0.3 -3.7
C 0.17903 0.66494 -1.43360 -2.2 0.8 -1.5
C -0.86544 -0.03531 -0.54735 4.2 -1.0 1.0
N 0.86005 -0.59716 1.37364 2.0 1.1 -0.9
N -0.21974 2.07336 -1.70001 0.0 -0.6 1.8
O 1.73597 -0.99230 0.61320 -2.0 -0.6 2.0
H -0.90481 -1.28460 2.15287 -2.7 1.0 0.0
H 0.25386 -2.48743 2.02518 0.5 -2.4 -0.3
H 0.50358 -1.22441 3.13203 1.0 0.8 3.7
H -1.70450 0.47723 -0.62590 -4.4 1.7 -1.1
H 0.21296 0.34278 -2.44313 -0.3 -1.6 -0.9
H 1.14823 0.49361 -1.09105 1.7 0.2 0.9
H -0.88307 -1.09950 -0.77408 -0.4 0.0 0.2
H -0.62893 0.14134 0.54183 -0.1 -0.3 -1.3
H 0.05286 2.48441 -2.57854 0.5 -0.2 0.1
H 0.17592 2.54110 -0.90916 0.0 1.3 0.0
```
Positions in Å, forces in eV/Å.

Record 4
C2H4N2OS | the ωB97M-V functional and the def2-TZVPD basis

The energy above the lowest of the compared OMol25 structures with the same formula, charge and spin comes out at 60.9 kcal per mole. The HOMO energy comes out at -8.9 eV. Its net charge is 0. The value obtained for the calculated total energy is -18000.019 eV. Its LUMO energy is -0.406 eV. Its SMILES is N/N=C\C(O)=S.

Structure (XYZ):
```
10
Properties=species:S:1:pos:R:3:forces:R:3
C -0.34535 -1.00102 -0.28120 0.8 2.5 0.8
C -1.34919 0.09628 -0.14406 -0.1 0.0 -0.1
H 1.40995 0.50808 1.30328 -0.3 -0.3 -0.6
H 2.40978 0.30973 0.04531 0.7 0.0 -0.1
H -0.66075 -1.94974 -0.55668 -0.8 -1.6 -0.5
H 0.04643 1.40600 -0.37449 -1.2 -0.3 0.1
N 1.44435 0.35637 0.28377 -0.6 1.0 0.4
N 0.90169 -0.87192 -0.11220 0.6 -1.2 -0.1
O -0.96700 1.34433 -0.34000 1.8 0.5 -0.2
S -2.88990 -0.19811 0.17627 -0.9 -0.6 0.2
```
Positions in Å, forces in eV/Å.